DFT (ωB97M-V with the def2-TZVPD basis set) results for a molecular structure, C30H37CdCl5N5OS3Si.

Last column: Mulliken charge in e.
CARTESIAN COORDINATES (ANGSTROEM)
Cd -0.32 0.16 -2.53  1.787
S -3.43 1.67 -5.81  -0.385
C -2.44 1.10 -4.60  -0.116
S -2.76 1.46 -2.96  -0.403
S -1.07 0.13 -4.97  -0.470
Cl 1.41 -4.95 -3.58  -0.365
C -0.14 -4.51 -2.94  0.756
C -1.10 -5.51 -2.83  -0.843
C -2.34 -5.21 -2.31  0.831
Cl -3.52 -6.48 -2.19  -0.297
C -2.64 -3.92 -1.85  -0.181
C -3.84 -3.56 -1.22  -0.866
C -4.01 -2.27 -0.77  -1.092
C -2.99 -1.34 -1.00  -0.495
N -1.87 -1.64 -1.59  0.718
C -1.66 -2.90 -2.00  0.135
C -0.35 -3.18 -2.57  -0.403
O 0.52 -2.24 -2.67  -0.855
H -0.87 -6.51 -3.16  0.449
H -4.61 -4.31 -1.08  0.394
H -4.90 -1.98 -0.25  0.411
H -3.10 -0.31 -0.68  0.489
C -3.00 6.26 0.55  -2.091
C -2.26 5.19 1.37  2.056
C -1.14 5.86 2.17  -1.564
C -3.27 4.54 2.33  -1.755
C -1.62 4.14 0.48  0.614
C -1.44 4.30 -0.89  -0.720
C -0.82 3.28 -1.61  -1.145
N -0.37 2.17 -1.06  0.566
C -0.51 2.01 0.26  -0.672
C -1.14 2.97 1.05  0.004
C 0.03 0.77 0.84  -1.221
C 0.43 0.73 2.17  -0.429
C 0.92 -0.45 2.73  0.559
C 0.97 -1.56 1.89  -0.959
C 0.57 -1.42 0.57  -1.080
N 0.13 -0.30 0.05  1.181
C 1.33 -0.46 4.20  2.075
C 0.05 -0.34 5.04  -1.547
C 2.06 -1.74 4.60  -2.074
C 2.26 0.73 4.48  -1.739
H -3.47 6.98 1.21  0.445
H -3.77 5.80 -0.07  0.442
H -2.31 6.80 -0.09  0.383
H -1.56 6.60 2.86  0.425
H -0.45 6.37 1.51  0.376
H -0.58 5.13 2.75  0.314
H -3.81 5.31 2.87  0.477
H -2.78 3.91 3.06  0.340
H -3.98 3.94 1.77  0.380
H -1.78 5.17 -1.42  0.390
H -0.67 3.38 -2.68  0.542
H -1.27 2.78 2.10  0.504
H 0.40 1.63 2.76  0.569
H 1.33 -2.52 2.23  0.391
H 0.60 -2.27 -0.10  0.292
H -0.59 -1.20 4.87  0.376
H -0.51 0.56 4.78  0.322
H 0.30 -0.29 6.10  0.428
H 1.46 -2.62 4.41  0.382
H 2.29 -1.71 5.66  0.457
H 3.00 -1.83 4.05  0.410
H 1.73 1.68 4.41  0.332
H 3.08 0.74 3.78  0.383
H 2.66 0.66 5.49  0.467
N 4.20 -4.53 -1.74  -0.461
C 4.93 -3.54 -2.53  -0.669
C 3.91 -2.52 -3.03  0.051
N 2.97 -2.25 -1.93  0.492
H 4.82 -5.27 -1.43  0.270
H 3.47 -4.95 -2.30  -0.035
H 3.11 -3.02 -1.26  0.689
H 5.48 -3.95 -3.38  0.369
H 5.64 -3.05 -1.86  0.351
H 3.36 -2.94 -3.87  0.208
H 4.38 -1.59 -3.35  -0.024
H 3.12 -1.33 -1.46  -0.228
H 1.93 -2.27 -2.28  -0.037
Cl 4.33 0.88 -3.60  -0.411
Si 2.34 1.15 -2.78  0.160
Cl 2.46 3.22 -2.52  -0.332
Cl 3.07 0.54 -0.66  -0.473

- Highest occupied orbital energy: -3.230 eV
- Charge: -1
- Multiplicity: 1
- Relative energy (zero: lowest compared OMol25 entry of this formula, charge and spin): 24.6 kcal/mol